Computed, not measured: a cluster of 2 separate species, C4H8N2 in total in a non-equilibrium geometry, with wB97M-V/def2-TZVPD.

Calculated values
Relative energy (zero: lowest compared OMol25 entry of this formula, charge and spin): 55.6 kcal/mol
HOMO level: -8.469 eV
Lowest unoccupied orbital energy: -0.53 eV

```
! wB97M-V def2-TZVPD RIJCOSX def2/J DEFGRID3
* xyz 0 1
C -0.7197 1.0748 -0.7262
C 0.1659 -0.0696 -0.4714
C 1.5877 0.0870 -0.0624
N -0.3218 -1.2693 -0.5630
C -1.2555 -0.0909 1.9428
N -1.1735 -0.7167 2.9306
H -1.3607 0.9654 0.1857
H -1.3066 0.9780 -1.6418
H -0.2050 2.0316 -0.6636
H 2.2103 -0.2181 -0.9133
H 1.8209 -0.5417 0.8016
H 1.8113 1.1262 0.1763
H 0.1541 -2.0508 -0.1266
H -1.3210 -1.3853 -0.6907
*
```

***

Computed, not measured: an isolated molecule of C4H8N4O2 in a non-equilibrium geometry, with wB97M-V/def2-TZVPD.

Calculated values
<S²>: 2.011
Relative energy (zero: lowest compared OMol25 entry of this formula, charge and spin): 64.6 kcal/mol
HOMO level (spin up / spin down): -5.066 / -10.326 eV
Lowest unoccupied orbital energy (spin up / spin down): 0.58 / -2.17 eV

```
! wB97M-V def2-TZVPD RIJCOSX def2/J DEFGRID3
* xyz 0 3
C 0.3763 0.7326 -1.7311
C -0.2318 -0.3619 0.2363
C -1.0542 0.3972 1.3399
C 2.2239 -0.4025 1.0461
N 1.4206 0.6642 -1.0201
N -0.7251 0.0410 -1.1260
N 1.1662 0.1274 0.2102
N -1.9256 -0.2595 -1.6055
O -2.1152 -0.0006 -2.7445
O -2.6389 -0.8953 -0.8761
H 0.2027 1.2534 -2.6820
H -0.4483 -1.4688 0.2895
H -0.3205 0.5121 2.2137
H -1.8289 -0.2156 1.5160
H -1.4528 1.2919 0.9326
H 2.0197 -0.0259 2.0547
H 2.2693 -1.4418 1.1994
H 3.0622 0.0519 0.7468
*
```

***

Computed, not measured: a cluster of 4 separate species, C3H12O4 in total in a non-equilibrium geometry, with wB97M-V/def2-TZVPD.

Calculated values
SMILES: C/C=C/O.O.O.O
Relative energy (zero: lowest compared OMol25 entry of this formula, charge and spin): 35.6 kcal/mol
HOMO level: -9.076 eV
Lowest unoccupied orbital energy: 0.39 eV

```
! wB97M-V def2-TZVPD RIJCOSX def2/J DEFGRID3
* xyz 0 1
C 2.9566 -0.2791 1.8670
C 2.3779 -0.0984 0.4744
C 1.4399 0.7166 0.0082
O 0.6944 0.2858 -1.0827
H 3.9555 -0.7026 1.7632
H 2.3736 -0.9773 2.4687
H 2.9929 0.6500 2.4393
H 2.6101 -0.9987 -0.0807
H 1.1406 1.6983 0.3519
H 0.3454 -0.5988 -0.9236
O -0.6589 -2.2145 -2.0968
H -1.2255 -2.7079 -2.7120
H -1.0834 -1.3542 -2.2478
O -1.6024 2.5679 0.2564
H -0.9252 2.0330 -0.1565
H -2.3277 2.7653 -0.3501
O -4.5740 -0.2693 -0.2911
H -4.6403 -0.8428 0.4642
H -3.8496 0.3270 -0.1521
*
```

***

Computed, not measured: a structure of composition C22H42LaNOP3S in a non-equilibrium geometry, with wB97M-V/def2-TZVPD.

Calculated values
Relative energy (zero: lowest compared OMol25 entry of this formula, charge and spin): 64.4 kcal/mol
HOMO level: -15.412 eV
Lowest unoccupied orbital energy: -9.12 eV

```
! wB97M-V def2-TZVPD RIJCOSX def2/J DEFGRID3
* xyz 3 1
La 1.3833 -1.8312 0.3339
P 0.8953 0.2966 2.5185
P -1.7959 0.3218 0.1879
P 1.6746 2.2386 -2.0785
H 2.6438 -4.1000 -1.6274
C 3.5142 -3.5034 -1.3336
C 3.5541 -2.9505 -0.0950
H 3.2421 -3.5777 0.8013
C 0.7293 -0.8276 3.9852
C -0.3063 1.6138 3.0602
C 2.4517 1.2309 2.8307
C -2.4384 -0.2514 -1.4124
C -3.0213 -0.5306 1.3051
C -2.5771 2.0022 0.2466
C 3.2912 2.8925 -2.4422
C 0.9501 3.0910 -0.7035
C 0.7940 2.5437 -3.6409
H 4.3161 -3.2724 -2.0321
H 4.2657 -2.0948 0.0612
H 0.8818 -1.8699 3.6667
H -0.2743 -0.7513 4.4259
H 1.4701 -0.5628 4.7486
H -1.3508 1.2637 2.9890
H -0.2016 2.5183 2.4353
H -0.1288 1.9157 4.1124
H 3.2722 0.7279 2.3157
H 2.6748 1.2811 3.8973
H 2.3842 2.2456 2.4315
H -3.3522 0.2778 -1.6821
H -2.6338 -1.3232 -1.4036
H -1.6888 -0.0323 -2.1742
H -3.9191 0.0997 1.4318
H -2.5946 -0.7036 2.3058
H -3.3091 -1.5013 0.8698
H -3.0977 2.2027 -0.6953
H -1.8139 2.7806 0.3722
H -3.3072 2.0946 1.0642
H 3.0413 3.9611 -2.4788
H 3.7008 2.5307 -3.3806
H 3.9928 2.5920 -1.6725
H 1.7229 3.8284 -0.4442
H 0.6079 2.4854 0.1597
H 0.0820 3.5999 -1.1269
H 1.4392 3.3367 -4.0697
H -0.2434 2.8427 -3.3840
H 0.7752 1.6258 -4.2815
C 3.0830 -0.4856 -2.5349
C 2.5230 -0.7570 -3.8082
C 3.4638 -1.2544 -4.6861
C 4.8599 -1.0648 -4.5031
C 5.3505 -0.5791 -3.2815
C 4.4304 -0.1408 -2.3271
O 2.3626 -0.8672 -1.4698
H 1.5735 0.8444 -2.1948
H 1.4657 -0.7330 -4.0140
H 3.1816 -1.8043 -5.5844
H 5.5549 -1.4288 -5.2909
H 6.4276 -0.7108 -3.0268
H 4.6637 0.2422 -1.3123
S 0.1913 -4.0385 1.7736
C -1.4870 -3.8679 1.6324
N -2.2031 -3.7449 2.8043
C -3.5578 -3.7025 2.8284
C -4.2959 -3.9569 1.6915
C -3.5861 -4.0932 0.4742
C -2.1969 -4.2177 0.4924
H -1.6588 -3.6746 3.6574
H -4.0283 -3.4760 3.7657
H -5.3875 -3.8822 1.7076
H -4.1383 -4.3216 -0.4485
H -1.6232 -4.5052 -0.3980
*
```

***

Computed, not measured: an isolated molecule of C2H6IN in a non-equilibrium geometry, with wB97M-V/def2-TZVPD.

Calculated values
<S²>: 2.010
Relative energy (zero: lowest compared OMol25 entry of this formula, charge and spin): 6.3 kcal/mol
HOMO level (spin up / spin down): -7.016 / -9.116 eV
Lowest unoccupied orbital energy (spin up / spin down): 1.01 / -2.46 eV

```
! wB97M-V def2-TZVPD RIJCOSX def2/J DEFGRID3
* xyz 0 3
C 0.0088 1.1847 -0.0724
C 0.2669 -1.1785 -0.0513
N 0.8138 0.0863 -0.6731
I 2.9620 0.1481 -0.0142
H 0.7095 2.0986 0.0559
H -0.8271 1.3586 -0.7369
H -0.4189 0.9216 1.0090
H 0.9718 -1.9622 -0.2855
H 0.2567 -0.9403 1.0559
H -0.7737 -1.2883 -0.5926
*
```

***

Computed, not measured: an isolated molecule of C4H7NO in a non-equilibrium geometry, with wB97M-V/def2-TZVPD.

Calculated values
SMILES: C1OC[C@H]2N[C@@H]12
Relative energy (zero: lowest compared OMol25 entry of this formula, charge and spin): 77.9 kcal/mol
HOMO level: -9.818 eV
Lowest unoccupied orbital energy: 1.07 eV

```
! wB97M-V def2-TZVPD RIJCOSX def2/J DEFGRID3
* xyz 0 1
C 1.0659 0.4246 0.6334
O -0.2269 0.7504 1.1336
C -1.1060 -0.3027 0.7473
C -0.5854 -0.7416 -0.6206
N -0.1025 0.4641 -1.4922
C 0.8089 -0.2859 -0.6823
H 1.6287 -0.2038 1.3348
H 1.6063 1.3661 0.4775
H -1.0653 -1.1131 1.4950
H -2.1226 0.0951 0.7120
H -1.0841 -0.9220 -1.5521
H -0.4316 1.2965 -1.0229
H 1.6147 -0.8277 -1.1633
*
```